[1]
The following is a quantum chemistry calculation of a 2-piece molecular cluster, C5H10O overall, from OMol25.

```
16
C5H10O ωB97M-V with the def2-TZVPD basis set
C 0.980 0.241 -1.716
C 1.364 -0.989 -1.848
C 2.101 -0.181 -0.826
H 0.432 1.095 -2.073
H 1.365 -1.856 -2.478
H 3.085 0.214 -1.075
H 1.969 -0.342 0.251
C -1.964 0.190 1.726
C -0.728 0.521 0.923
O -0.906 -0.048 -0.359
H -1.957 0.635 2.724
H -2.045 -0.900 1.812
H -2.836 0.546 1.167
H -0.610 1.604 0.779
H 0.192 0.165 1.412
H -0.442 -0.895 -0.420
```

Output
spin multiplicity: 1
molecular weight: 86.13 u
HOMO level: -8.822 eV
HOMO-LUMO gap: 9.92 eV
ΔE to the lowest compared entry with this formula, charge and spin: 3.743 eV

***

[2]
The following is a quantum chemistry calculation of C42H56BaClN6O2S2 as an isolated structure, from OMol25.

```
110
C42H56BaClN6O2S2 ωB97M-V with the def2-TZVPD basis set
Ba 0.370 -0.012 0.216
C 2.214 -0.921 -2.121
C 2.400 0.444 -1.823
C 3.008 0.540 -0.550
C 3.255 -0.779 -0.090
C 2.748 -1.679 -1.047
C 2.861 -3.175 -1.059
C 4.092 -1.078 1.125
C 3.558 1.801 0.057
C 2.207 1.619 -2.742
C 1.738 -1.520 -3.411
H 3.372 -3.524 -1.960
H 1.888 -3.675 -1.038
H 3.439 -3.547 -0.210
H 5.063 -0.580 1.057
H 4.302 -2.143 1.227
H 3.641 -0.743 2.067
H 4.549 2.047 -0.339
H 3.668 1.724 1.143
H 2.920 2.668 -0.141
H 3.162 1.976 -3.140
H 1.757 2.478 -2.233
H 1.581 1.379 -3.605
H 2.498 -2.188 -3.827
H 1.547 -0.757 -4.168
H 0.830 -2.123 -3.304
O -2.253 1.017 -0.720
C -3.472 0.391 -0.306
C -4.129 1.186 0.807
C -3.189 1.426 1.990
C -2.846 0.162 2.728
C -3.809 -0.426 3.544
C -3.503 -1.566 4.262
C -2.221 -2.086 4.156
C -1.331 -1.444 3.317
N -1.619 -0.357 2.595
H -2.444 1.948 -0.883
H -3.197 -0.613 0.024
H -4.148 0.291 -1.160
H -5.031 0.665 1.138
H -4.461 2.149 0.405
H -3.668 2.113 2.691
H -2.272 1.909 1.650
H -4.789 0.028 3.621
H -4.241 -2.030 4.903
H -1.911 -2.960 4.710
H -0.325 -1.822 3.215
C -1.242 0.089 -3.401
C -1.580 -1.206 -2.740
N -1.074 -1.608 -1.609
C -1.540 -2.862 -1.266
C -2.429 -3.393 -2.147
S -2.670 -2.321 -3.453
C -1.008 -3.548 -0.078
C -1.328 -4.812 0.314
S -0.296 -5.304 1.579
C 0.486 -3.779 1.543
N -0.003 -2.957 0.656
C 1.662 -3.481 2.413
H -0.395 0.543 -2.887
H -2.093 0.771 -3.381
H -0.948 -0.077 -4.438
H -2.910 -4.357 -2.112
H -2.065 -5.474 -0.108
H 2.095 -4.395 2.815
H 1.404 -2.841 3.258
H 2.415 -2.966 1.821
C 1.239 5.083 -3.903
C 1.405 6.279 -2.964
C 2.105 7.399 -3.745
C 2.348 5.851 -1.828
C 0.043 6.807 -2.400
O 0.284 7.669 -1.290
C -0.817 7.646 -3.398
C -1.398 7.084 -4.716
C -2.346 5.920 -4.536
C -3.484 6.049 -3.742
C -4.214 4.942 -3.341
C -3.809 3.684 -3.760
Cl -4.631 2.267 -3.159
C -2.760 3.534 -4.651
C -2.044 4.659 -5.040
C -0.896 5.738 -1.832
N -0.401 4.772 -0.865
C -0.371 3.454 -1.061
N -0.001 2.832 0.043
C 0.201 3.868 0.908
N -0.046 5.055 0.401
H 2.221 4.781 -4.273
H 0.624 5.312 -4.768
H 0.813 4.214 -3.399
H 3.107 7.072 -4.027
H 2.228 8.309 -3.151
H 1.574 7.662 -4.662
H 3.297 5.535 -2.265
H 1.965 5.010 -1.252
H 2.544 6.665 -1.133
H 0.808 8.422 -1.586
H -0.226 8.528 -3.650
H -1.646 8.027 -2.795
H -0.601 6.805 -5.406
H -1.929 7.910 -5.196
H -3.775 7.027 -3.376
H -5.073 5.047 -2.692
H -2.498 2.553 -5.024
H -1.207 4.535 -5.715
H -1.281 5.126 -2.639
H -1.734 6.258 -1.368
H -0.629 2.998 -2.006
H 0.523 3.743 1.929
```

Output
spin multiplicity: 1
total charge: +1
molecular weight: 913.87 u
HOMO level: -8.829 eV
HOMO-LUMO gap: 6.87 eV
ΔE to the lowest compared entry with this formula, charge and spin: 0.461 eV

***

[3]
The following is a quantum chemistry calculation of C26H30Br6F2O9 as an isolated structure, from OMol25.

```
73
C26H30Br6F2O9 ωB97M-V with the def2-TZVPD basis set
C -3.286 4.210 -2.011
C -2.718 5.517 -2.579
C -1.847 5.374 -3.859
O -2.508 6.116 -4.831
C -3.643 6.700 -4.308
O -4.364 7.422 -4.905
O -3.770 6.354 -3.035
H -2.547 3.433 -1.810
H -3.873 3.753 -2.813
H -3.861 4.453 -1.122
H -2.065 5.942 -1.817
H -1.715 4.311 -4.069
H -0.883 5.815 -3.599
C 7.980 1.375 -1.102
C 6.813 0.808 -1.912
C 5.499 0.587 -1.190
O 4.604 0.744 -2.318
C 5.198 1.399 -3.329
O 4.701 1.731 -4.359
O 6.487 1.581 -3.018
H 7.702 2.363 -0.730
H 8.926 1.506 -1.621
H 8.116 0.659 -0.290
H 7.122 -0.224 -2.129
H 5.302 1.260 -0.351
H 5.399 -0.412 -0.772
C -3.450 -5.300 4.572
C -2.847 -3.909 4.312
C -1.570 -3.842 3.468
O -1.947 -3.195 2.275
C -3.111 -2.541 2.501
O -3.539 -1.720 1.756
O -3.708 -3.046 3.595
H -3.756 -5.850 3.685
H -4.330 -5.104 5.189
H -2.749 -5.865 5.184
H -2.649 -3.474 5.294
H -1.126 -4.794 3.180
H -0.883 -3.227 4.053
F -1.056 0.917 5.167
C -0.409 -0.222 5.427
C -0.764 -1.052 6.467
C -0.096 -2.255 6.668
C 0.940 -2.615 5.821
C 1.225 -1.833 4.697
C 0.655 -0.592 4.590
H -1.555 -0.816 7.168
H -0.257 -2.858 7.551
H 1.286 -3.624 6.012
H 1.900 -2.255 3.964
H 0.895 -0.033 3.693
F 2.047 -0.723 1.083
C 1.057 -0.399 0.211
C 1.360 0.090 -1.064
C 0.270 0.557 -1.788
C -1.026 0.523 -1.319
C -1.291 -0.096 -0.118
C -0.237 -0.550 0.683
H 2.399 0.233 -1.315
H 0.460 0.939 -2.784
H -1.875 0.940 -1.845
H -2.323 -0.199 0.192
H -0.389 -0.816 1.719
C 1.496 -1.009 -5.772
Br -0.212 -0.093 -5.398
Br 1.486 -1.660 -7.600
Br 1.715 -2.410 -4.396
H 2.296 -0.291 -5.649
C -4.269 -1.785 -3.321
Br -2.640 -2.706 -3.676
Br -5.539 -2.132 -4.794
Br -3.962 0.115 -3.041
H -4.695 -2.197 -2.417
```

Output
spin multiplicity: 1
molecular weight: 1003.94 u
HOMO level: -9.144 eV
HOMO-LUMO gap: 9.06 eV

***

[4]
The following is a quantum chemistry calculation of an isolated ion of composition C4H6N and charge +1, from OMol25.

```
11
C4H6N ωB97M-V with the def2-TZVPD basis set
N -0.719 -0.126 1.314
C 0.084 0.029 -0.173
C 1.440 0.196 -0.771
C 0.176 0.709 -1.444
C 0.540 -0.797 -1.293
H -1.742 0.267 1.169
H -0.178 0.610 1.736
H -0.927 -1.137 1.551
H 2.483 0.369 -0.707
H -0.015 1.512 -2.148
H 0.349 -1.638 -1.931
```

Output
spin multiplicity: 1
total charge: +1
molecular weight: 68.10 u
HOMO level: -13.444 eV
HOMO-LUMO gap: 9.15 eV
ΔE to the lowest compared entry with this formula, charge and spin: 5.116 eV

***

[5]
The following is a quantum chemistry calculation of C3H6N2O as an isolated structure, from OMol25.

```
12
C3H6N2O ωB97M-V with the def2-TZVPD basis set
N -1.957 -0.178 0.067
C -0.809 -0.910 0.172
O -0.719 -2.091 -0.115
C 0.355 -0.177 0.795
C 1.361 0.345 -0.486
N 0.521 1.173 0.324
H -2.785 -0.624 -0.301
H -1.902 0.828 0.081
H 1.396 -0.748 0.376
H 1.015 0.137 -1.491
H 2.437 0.550 -0.405
H 1.086 1.695 0.984
```

Output
spin multiplicity: 1
molecular weight: 86.09 u
HOMO level: -8.964 eV
HOMO-LUMO gap: 9.78 eV
ΔE to the lowest compared entry with this formula, charge and spin: 3.924 eV

***

[6]
The following is a quantum chemistry calculation of a 3-piece molecular cluster, C4H13NO2 overall, from OMol25.

```
20
C4H13NO2 ωB97M-V with the def2-TZVPD basis set
C -1.309 1.709 0.599
C -1.639 0.973 -0.690
C -1.415 -0.335 -0.833
N -0.973 -1.176 0.192
C -2.213 1.773 -1.850
H -0.312 1.402 0.909
H -1.466 2.773 0.457
H -2.050 1.449 1.363
H -1.563 -0.723 -1.833
H -0.620 -2.060 -0.157
H -0.260 -0.753 0.774
H -1.484 1.965 -2.651
H -3.018 1.209 -2.315
H -2.505 2.781 -1.560
H 2.494 0.956 -1.679
H 3.213 0.177 -0.509
O 3.298 0.866 -1.165
H 4.230 -4.422 4.356
H 3.365 -4.081 3.208
O 4.226 -4.482 3.383
```

Output
spin multiplicity: 2
total charge: -1
⟨S²⟩: 0.75
molecular weight: 107.15 u
HOMO level (spin up / spin down): 0.818 / -4.534 eV
HOMO-LUMO gap (spin up / spin down): 2.49 / 8.01 eV
ΔE to the lowest compared entry with this formula, charge and spin: 0.450 eV

***

Among the records above, which one has the highest molecular weight? C26H30Br6F2O9